This record from the OMol25 dataset describes C53H56ClIrN6OPS2 as an isolated structure at a distorted geometry. The level of theory is ωB97M-V/def2-TZVPD.

Values from the calculation:
Charge   +2
Multiplicity   2
E_tot   -4158.67181 a.u.
Gap between HOMO and LUMO (spin up / spin down)   0.203 / 0.165 Ha
Expectation value of S²   0.950
LUMO energy (spin up / spin down)   -6.74 / -7.75 eV

Atoms and positions in Å:
Ir  0.635  0.282  0.584
S  1.565  -0.679  2.861
C  0.547  -2.129  2.725
N  0.288  -2.912  3.742
N  0.588  -2.556  4.970
C  0.421  -3.398  6.030
C  0.456  -2.886  7.337
C  0.232  -3.729  8.403
C  0.003  -5.086  8.192
C  -0.007  -5.599  6.898
C  0.189  -4.767  5.819
N  0.059  -2.475  1.555
N  0.213  -1.856  0.429
C  0.249  -2.630  -0.696
C  0.589  -3.998  -0.594
C  0.680  -4.783  -1.719
C  0.410  -4.252  -2.976
C  0.063  -2.911  -3.091
C  0.008  -2.100  -1.975
H  0.933  -1.604  5.139
H  0.638  -1.834  7.498
H  0.224  -3.329  9.404
H  -0.163  -5.742  9.032
H  -0.174  -6.651  6.731
H  0.180  -5.139  4.807
H  0.795  -4.401  0.385
H  0.977  -5.817  -1.625
H  0.470  -4.880  -3.851
H  -0.145  -2.502  -4.070
H  -0.229  -1.051  -2.070
Cl  0.363  4.806  0.953
C  1.061  4.222  -0.503
C  0.948  5.017  -1.629
C  1.523  4.623  -2.822
C  2.252  3.438  -2.867
C  2.370  2.647  -1.748
C  1.747  2.986  -0.527
C  1.828  2.131  0.634
H  0.414  5.951  -1.558
H  1.422  5.241  -3.700
H  2.728  3.149  -3.792
H  2.952  1.741  -1.796
H  1.535  2.644  1.545
H  2.794  1.639  0.728
C  7.337  0.646  -4.936
C  6.200  0.239  -4.068
C  5.093  -0.423  -4.594
C  4.031  -0.813  -3.805
C  2.862  -1.480  -4.463
C  4.048  -0.510  -2.417
C  2.882  -0.868  -1.651
O  2.443  -0.275  -0.662
C  5.174  0.150  -1.868
C  5.323  0.429  -0.406
C  6.218  0.504  -2.704
H  7.224  0.248  -5.940
H  8.282  0.297  -4.522
H  7.392  1.734  -4.998
H  5.067  -0.639  -5.652
H  3.000  -1.477  -5.541
H  1.926  -0.967  -4.246
H  2.771  -2.516  -4.136
H  2.326  -1.729  -2.045
H  5.234  1.502  -0.219
H  6.317  0.126  -0.078
H  4.585  -0.089  0.200
H  7.069  1.013  -2.277
C  -2.233  0.435  -5.526
C  -3.060  0.868  -4.323
N  -2.495  0.381  -3.072
C  -3.021  -0.440  -2.163
S  -2.403  -0.442  -0.576
N  -4.019  -1.289  -2.379
C  -4.455  -1.935  -3.604
C  -4.479  -3.442  -3.382
H  -2.705  0.795  -6.434
H  -2.156  -0.647  -5.588
H  -1.229  0.849  -5.475
H  -4.090  0.531  -4.411
H  -3.076  1.961  -4.282
H  -1.701  0.915  -2.746
H  -4.327  -1.769  -1.541
H  -3.764  -1.687  -4.408
H  -5.458  -1.577  -3.861
H  -3.505  -3.794  -3.045
H  -4.732  -3.948  -4.308
H  -5.223  -3.707  -2.636
C  -4.688  -0.742  3.883
C  -3.837  -1.508  3.104
C  -2.739  -0.930  2.486
C  -2.467  0.421  2.674
C  -3.271  1.159  3.548
C  -4.388  0.588  4.124
P  -1.189  1.354  1.745
C  -0.746  2.542  3.070
C  0.029  2.085  4.132
C  0.301  2.904  5.211
C  -0.174  4.206  5.230
C  -0.969  4.657  4.193
C  -1.273  3.830  3.126
C  -2.168  2.375  0.581
C  -3.400  2.929  0.914
C  -4.032  3.796  0.040
C  -3.451  4.107  -1.177
C  -2.250  3.518  -1.540
C  -1.616  2.655  -0.667
H  -5.577  -1.178  4.309
H  -4.038  -2.559  2.961
H  -2.108  -1.540  1.858
H  -3.023  2.182  3.789
H  -5.027  1.189  4.754
H  0.415  1.076  4.104
H  0.872  2.530  6.046
H  0.066  4.858  6.053
H  -1.369  5.659  4.207
H  -1.921  4.202  2.347
H  -3.880  2.687  1.848
H  -4.976  4.237  0.321
H  -3.937  4.803  -1.841
H  -1.795  3.748  -2.494
H  -0.677  2.180  -0.943

Forces on the atoms, in the same order (eV/Å):
Ir 0.67 0.31 1.92
S -0.91 0.29 -2.22
C 1.50 3.49 0.32
N -0.63 -1.04 1.54
N 0.07 0.62 -1.94
C -0.25 -0.88 0.73
C 0.07 0.10 -0.23
C -0.01 0.00 0.01
C 0.03 0.09 -0.08
C -0.02 0.08 -0.10
C 0.02 0.09 -0.11
N -0.14 -2.42 -2.76
N -0.42 1.22 3.21
C -0.13 -1.60 -1.04
C -0.08 0.38 0.21
C 0.09 -0.17 -0.11
C -0.09 0.05 0.26
C -0.02 0.00 -0.03
C -0.02 0.26 0.23
H -0.07 -0.04 -0.05
H 0.01 0.15 0.04
H 0.05 0.03 0.09
H -0.01 -0.03 0.07
H -0.01 -0.09 0.01
H -0.02 -0.10 -0.05
H 0.03 -0.09 0.01
H -0.02 -0.06 0.02
H 0.01 -0.03 -0.08
H -0.02 0.10 0.01
H -0.04 0.02 -0.02
Cl 0.06 0.22 0.03
C 0.55 -0.48 -0.39
C 0.00 0.03 -0.01
C 0.12 -0.25 0.03
C -0.16 0.32 -0.34
C -0.34 -0.07 0.57
C -0.27 1.03 -1.18
C -1.04 -1.56 1.43
H -0.08 0.14 0.02
H 0.02 0.07 -0.07
H 0.12 -0.09 -0.08
H 0.06 -0.02 0.02
H 0.37 0.08 0.06
H 0.06 0.12 0.09
C 0.12 0.06 -0.10
C -0.25 -0.13 0.25
C 0.06 0.03 0.10
C 0.01 0.16 0.24
C -0.01 -0.09 -0.08
C 0.60 0.21 -0.19
C -0.37 -0.36 -0.28
O -0.02 0.17 0.37
C -0.15 -0.09 -0.09
C -0.02 0.01 0.23
C -0.17 -0.03 -0.06
H 0.06 0.01 -0.08
H 0.05 -0.01 -0.01
H 0.03 0.04 -0.03
H -0.02 -0.02 -0.12
H -0.03 -0.06 -0.04
H -0.09 0.01 0.01
H -0.10 -0.09 -0.01
H -0.04 0.10 0.05
H -0.05 0.01 0.06
H 0.01 0.04 0.01
H 0.06 0.04 0.04
H 0.19 0.03 0.09
C -0.26 0.08 0.10
C 0.02 -0.11 -0.39
N 0.12 -0.01 -0.35
C 0.35 0.18 0.80
S 0.32 -0.25 0.03
N -0.41 -0.11 -0.16
C -0.18 -0.08 -0.28
C 0.03 0.21 -0.15
H 0.01 0.05 -0.19
H 0.01 -0.16 0.00
H 0.15 0.05 0.01
H -0.01 0.03 0.06
H -0.10 -0.08 0.12
H -0.21 -0.11 0.22
H 0.20 0.21 -0.05
H -0.07 0.04 0.01
H 0.16 -0.03 -0.18
H 0.08 -0.04 0.01
H -0.07 -0.10 -0.07
H -0.09 -0.07 0.10
C 0.04 -0.04 0.00
C -0.03 -0.10 -0.02
C 0.10 0.08 0.10
C 0.34 -0.19 -0.10
C 0.06 -0.06 0.06
C -0.04 0.00 -0.03
P 0.28 0.06 -0.09
C 0.23 -0.07 -0.15
C -0.01 -0.08 -0.14
C 0.01 0.09 0.04
C 0.00 -0.11 0.01
C -0.10 0.11 0.01
C -0.06 -0.18 0.02
C 0.25 0.02 -0.11
C 0.19 -0.17 0.04
C 0.00 0.06 -0.07
C -0.05 -0.04 0.00
C 0.11 -0.01 -0.07
C 0.02 0.01 0.20
H -0.08 -0.11 0.11
H -0.03 -0.09 -0.05
H -0.08 0.03 -0.05
H -0.06 0.01 -0.01
H -0.04 0.03 0.10
H -0.06 0.10 0.13
H 0.18 -0.05 0.07
H 0.00 0.10 0.15
H -0.02 0.12 0.04
H 0.09 0.00 -0.01
H -0.02 0.03 0.04
H -0.11 0.04 0.00
H -0.08 0.09 -0.13
H 0.05 0.04 -0.07
H -0.08 0.20 -0.06

This record from the OMol25 dataset describes a 3-piece molecular cluster, C35H26BrF3INO6 overall at a distorted geometry. The level of theory is ωB97M-V/def2-TZVPD.

Values from the calculation:
Charge   0
Structure (SMILES)   C[C@@H](Br)C[C@](I)(CN)OC(=O)C(F)(F)F.O=C1c2ccccc2C(=O)c2ccccc21.O=C1c2ccccc2C(=O)c2ccccc21
E_tot   -5026.69990 a.u.
Gap between HOMO and LUMO   0.304 Ha
LUMO energy   -1.18 eV

Atoms and positions in Å:
C  -3.404  2.253  -4.205
C  -1.852  2.705  -3.939
Br  -1.707  4.356  -2.745
C  -0.825  1.507  -3.512
C  -1.305  0.521  -2.309
I  -2.672  -1.114  -2.975
C  -2.109  1.263  -1.069
N  -1.157  1.968  -0.128
O  -0.181  -0.216  -1.638
C  0.864  -0.582  -2.596
O  0.735  -1.303  -3.710
C  2.416  -0.091  -2.217
F  2.508  1.346  -1.871
F  2.857  -1.012  -1.119
F  3.293  -0.421  -3.402
H  -3.470  1.257  -4.847
H  -3.928  3.087  -4.880
H  -4.072  2.154  -3.250
H  -1.455  3.104  -4.993
H  0.194  2.047  -3.204
H  -0.558  0.917  -4.515
H  -2.916  2.036  -1.409
H  -2.650  0.392  -0.467
H  -1.651  2.493  0.631
H  -0.548  2.639  -0.661
O  -2.507  -5.787  -1.727
C  -1.516  -6.330  -1.253
C  -1.587  -7.723  -0.769
C  -2.790  -8.433  -0.871
C  -2.854  -9.763  -0.452
C  -1.720  -10.387  0.068
C  -0.524  -9.676  0.187
C  -0.459  -8.339  -0.226
C  0.804  -7.590  -0.080
O  1.779  -8.114  0.447
C  0.880  -6.204  -0.582
C  2.085  -5.496  -0.481
C  2.176  -4.197  -0.984
C  1.068  -3.603  -1.588
C  -0.138  -4.302  -1.677
C  -0.233  -5.604  -1.168
H  -3.678  -7.955  -1.281
H  -3.788  -10.314  -0.537
H  -1.766  -11.427  0.382
H  0.355  -10.167  0.598
H  2.955  -5.954  -0.015
H  3.113  -3.650  -0.908
H  1.142  -2.594  -1.988
H  -0.999  -3.830  -2.147
O  3.268  7.292  4.277
C  2.379  6.544  3.890
C  0.993  6.718  4.373
C  0.694  7.757  5.263
C  -0.620  7.952  5.692
C  -1.636  7.113  5.234
C  -1.336  6.065  4.362
C  -0.018  5.863  3.935
C  0.292  4.742  3.026
O  -0.587  3.959  2.685
C  1.672  4.581  2.528
C  1.970  3.542  1.637
C  3.265  3.402  1.135
C  4.263  4.296  1.519
C  3.972  5.324  2.419
C  2.674  5.464  2.929
H  1.480  8.420  5.619
H  -0.852  8.763  6.379
H  -2.662  7.272  5.559
H  -2.134  5.411  4.013
H  1.195  2.842  1.329
H  3.493  2.597  0.440
H  5.270  4.193  1.120
H  4.758  6.017  2.716

Forces on the atoms, in the same order (eV/Å):
C -0.65 0.72 -0.79
C -0.15 -0.93 -1.99
Br -0.22 -1.32 -0.80
C 0.91 0.58 -0.42
C -0.74 0.77 0.71
I 0.50 0.82 0.03
C -0.24 -0.26 0.96
N 0.02 0.20 -0.87
O 2.56 0.48 -3.73
C -1.23 -2.57 -4.62
O 0.55 5.17 7.37
C 1.15 -1.16 -0.28
F 0.04 -5.14 -1.03
F -1.04 3.64 -3.30
F -2.89 1.66 4.43
H 0.41 2.04 1.54
H 1.27 -1.69 1.56
H 1.53 0.04 -1.75
H -0.77 -0.86 2.54
H -2.14 -1.22 -0.39
H -0.83 1.04 2.33
H 1.39 -1.82 -0.09
H 1.20 1.93 -1.29
H 0.53 -0.65 -1.16
H -1.11 -0.75 0.79
O 0.54 -0.32 0.26
C -1.13 0.68 -0.56
C -0.34 -0.55 0.10
C 0.00 -0.31 0.09
C 0.12 0.34 -0.08
C 0.26 0.29 -0.01
C -0.28 -0.20 -0.02
C -0.36 -0.53 0.04
C 1.23 -0.61 0.64
O -0.61 0.30 -0.32
C 0.36 0.52 -0.08
C 0.02 0.28 -0.14
C -0.14 -0.34 0.10
C -0.26 -0.31 0.17
C 0.29 0.19 0.00
C 0.36 0.54 -0.14
H 0.32 0.03 0.06
H 0.17 0.12 0.01
H 0.03 0.20 -0.05
H -0.13 0.29 -0.11
H -0.32 -0.04 -0.10
H -0.18 -0.11 -0.01
H -0.02 -0.87 0.29
H 0.12 -0.23 0.16
O -0.54 -0.44 -0.23
C 1.08 0.90 0.47
C -0.43 0.32 0.36
C -0.30 0.04 0.08
C 0.29 -0.13 -0.17
C 0.19 -0.25 -0.22
C -0.10 0.25 0.21
C -0.41 0.34 0.33
C -0.99 -0.91 -0.41
O 0.43 0.45 0.13
C 0.41 -0.33 -0.37
C 0.26 -0.02 -0.13
C -0.29 0.13 0.18
C -0.20 0.25 0.26
C 0.08 -0.24 -0.22
C 0.44 -0.30 -0.40
H -0.08 -0.25 -0.20
H 0.06 -0.15 -0.13
H 0.19 -0.05 -0.06
H 0.33 0.06 0.01
H 0.05 0.20 0.16
H -0.07 0.14 0.13
H -0.19 0.04 0.10
H -0.32 -0.10 0.05

This record from the OMol25 dataset describes CuH40O24P as an isolated structure at a distorted geometry. The level of theory is ωB97M-V/def2-TZVPD.

Values from the calculation:
Charge   -1
Multiplicity   2
E_tot   -3811.81590 a.u.
Gap between HOMO and LUMO (spin up / spin down)   0.189 / 0.188 Ha
Expectation value of S²   0.753
LUMO energy (spin up / spin down)   1.14 / 1.14 eV

Atoms and positions in Å:
Cu  5.411  10.237  13.180
P  7.122  8.200  13.571
O  7.290  9.369  12.581
O  5.813  8.499  14.318
O  8.385  7.955  14.549
O  7.249  6.874  12.752
O  5.948  11.611  14.713
H  5.211  12.083  15.100
H  6.643  11.671  15.370
O  4.449  9.474  11.380
H  4.055  10.011  10.692
H  4.843  8.737  10.913
O  3.413  10.386  14.178
H  2.565  10.440  13.738
H  3.215  10.020  15.040
O  5.876  9.256  17.288
H  6.033  9.135  16.351
H  6.734  9.128  17.693
O  5.574  4.935  13.516
H  5.268  5.470  14.248
H  6.172  5.507  13.034
O  5.688  12.058  11.886
H  5.413  12.926  12.180
H  6.354  12.229  11.220
O  8.002  12.902  10.265
H  8.330  13.598  10.835
H  8.788  12.438  9.977
O  4.161  13.013  16.499
H  3.297  13.236  16.151
H  4.027  12.939  17.444
O  5.166  14.630  12.884
H  5.170  14.902  13.802
H  4.793  15.375  12.414
O  0.859  10.290  12.843
H  0.701  9.562  13.444
H  1.088  9.871  12.013
O  3.062  10.631  9.508
H  2.115  10.643  9.648
H  3.272  11.516  9.209
O  10.432  8.872  15.673
H  9.608  8.666  15.231
H  10.196  9.531  16.326
O  8.967  11.328  12.332
H  9.605  11.038  11.681
H  8.364  10.590  12.423
O  9.115  8.858  10.800
H  8.786  9.067  9.926
H  8.400  9.099  11.389
O  7.270  9.062  8.694
H  6.861  9.029  7.829
H  6.724  8.495  9.239
O  2.087  9.556  16.715
H  2.558  9.608  17.546
H  1.360  8.957  16.887
O  10.730  11.496  14.390
H  10.038  11.483  13.729
H  10.616  10.677  14.873
O  4.316  6.630  15.412
H  4.854  6.578  16.201
H  4.663  7.383  14.934
O  5.993  7.419  10.377
H  6.014  6.572  9.932
H  6.464  7.271  11.197
O  9.320  13.901  12.571
H  8.667  14.049  13.255
H  9.513  12.965  12.621

Forces on the atoms, in the same order (eV/Å):
Cu 1.26 -1.59 -0.28
P 7.03 -5.92 1.42
O -1.81 2.33 0.02
O -1.61 1.81 -0.13
O -3.48 2.30 -1.06
O -2.30 1.73 -0.59
O 0.12 0.46 -0.05
H -0.43 0.08 0.41
H 0.39 -0.34 0.05
O -0.38 0.15 0.90
H -0.14 0.41 -0.14
H 0.64 -0.93 -0.07
O 0.60 0.54 -0.25
H -0.36 0.10 -0.57
H 0.17 -0.39 0.62
O -0.39 0.38 0.68
H 0.12 -0.34 -0.93
H 0.24 -0.15 -0.01
O -0.79 -1.46 -0.09
H -0.21 0.21 0.20
H 0.85 0.81 -0.13
O -0.93 -0.57 0.23
H -0.05 0.37 0.43
H 1.00 -0.29 -0.46
O -0.83 0.22 -0.98
H 0.36 0.20 0.69
H -0.01 -0.29 0.02
O 0.09 0.23 -0.19
H -0.29 -0.03 -0.17
H 0.13 -0.16 0.26
O -0.09 0.04 -0.04
H 0.11 -0.09 0.34
H -0.06 0.16 -0.24
O -0.03 0.41 0.10
H -0.16 -0.34 0.17
H 0.19 -0.22 -0.22
O -0.30 0.16 -0.47
H -0.25 -0.07 0.02
H 0.24 0.29 -0.10
O 2.14 1.06 1.11
H -1.85 -0.97 -1.11
H -0.06 -0.04 0.39
O 1.03 1.20 -0.08
H 0.20 -0.59 -0.20
H -0.94 -1.00 0.50
O 1.37 0.16 -0.71
H -0.16 -0.09 -0.32
H -0.62 -0.38 0.44
O 0.39 0.84 -1.00
H 0.05 0.09 -0.23
H -0.36 -0.69 0.97
O -0.16 0.37 -0.20
H 0.41 -0.07 0.15
H -0.09 -0.27 -0.06
O 0.56 1.01 0.53
H -0.38 -0.40 -0.33
H 0.16 -0.84 -0.01
O -1.06 -0.88 0.67
H 0.21 0.10 0.16
H 0.66 0.71 -0.50
O -1.18 0.39 -1.82
H -0.10 -0.25 0.03
H 1.34 -0.46 2.24
O 0.15 1.51 -0.28
H -0.08 -0.09 0.17
H -0.27 -0.64 0.07